A.
DFT (wB97M-V/def2-TZVPD) results for a cluster of 2 separate species, C4H8O2 in total.

Bonds (Å) are listed after each position.
Atoms and positions in Å:
1 H -0.385 1.070 -2.206  C13 1.095
2 C 1.689 0.675 -0.032  H8 1.111, C9 1.482, O11 1.213
3 H -0.473 -0.457 1.708  O6 0.969
4 H -0.543 1.981 -0.707  C13 1.093
5 H -0.624 -1.777 -0.658  C14 1.088
6 O -0.905 -1.196 2.164  H3 0.969, H12 0.965
7 H 1.042 -1.860 0.127  C14 1.087
8 H 2.397 -0.037 0.444  C2 1.111
9 C 0.415 0.071 -0.488  C2 1.482, C13 1.503, C14 1.336
10 H -1.612 0.590 -1.024  C13 1.095
11 O 1.962 1.850 -0.154  C2 1.213
12 H -1.774 -1.237 1.747  O6 0.965
13 C -0.595 0.977 -1.135  H1 1.095, H4 1.093, C9 1.503, H10 1.095
14 C 0.269 -1.248 -0.331  H5 1.088, H7 1.087, C9 1.336

E_HOMO = -10.137 eV
Gap between HOMO and LUMO = 0.37900 hartree
Net charge = 0
SMILES string = C=C(C)C=O.O

Let us look at the Mulliken charges, expressed in e, one per atom: H 0.313; C -0.019; H 0.371; H 0.326; H 0.327; O -0.665; H 0.230; H 0.290; C 0.597; H 0.325; O -0.497; H 0.320; C -1.153; C -0.764

=====

B.
DFT (wB97M-V/def2-TZVPD) results for a cluster of 2 separate species, C4H8O2 in total.

Bonds (Å) are listed after each position.
Atoms and positions in Å:
1 C -0.440 1.142 0.032  H4 1.096, O9 1.317, C12 1.341
2 C -2.084 -0.841 0.500  H8 1.120, H10 1.098, H13 1.073
3 H 2.077 -0.643 0.693  C7 1.084
4 H 0.150 2.065 0.088  C1 1.096
5 H 3.199 -0.259 -0.621  C7 1.083
6 H -0.645 -0.311 -1.444  C12 1.078
7 C 2.282 0.036 -0.127  H3 1.084, H5 1.083, H11 1.082, O14 1.385
8 H -2.053 -1.518 -0.391  C2 1.120
9 O -1.578 1.042 0.685  C1 1.317
10 H -1.520 -1.296 1.324  C2 1.098
11 H 2.427 1.022 0.294  C7 1.082
12 C 0.016 0.122 -0.711  C1 1.341, H6 1.078, O14 1.352
13 H -3.037 -0.392 0.707  C2 1.073
14 O 1.304 0.021 -1.107  C7 1.385, C12 1.352

E_HOMO = -7.508 eV
Gap between HOMO and LUMO = 0.27201 hartree
Net charge = 0

Let us look at the Mulliken charges, expressed in e, one per atom: C 0.358; C -0.533; H 0.343; H 0.368; H 0.223; H 0.422; C -0.773; H 0.311; O -0.529; H 0.283; H 0.301; C -0.662; H 0.252; O -0.364

=====

If we sort the structures by their calculated energies, the order from most to least stable is A, B.